{"formula": "C42H44MnN3P2S2Si", "method": "the ωB97M-V functional and the def2-TZVPD basis", "elements": ["Mn", "S", "P", "C", "P", "S", "C", "C", "C", "C", "C", "C", "C", "C", "C", "C", "C", "C", "C", "C", "C", "C", "C", "C", "C", "C", "C", "C", "C", "C", "H", "H", "H", "H", "H", "H", "H", "H", "H", "H", "H", "H", "H", "H", "H", "H", "H", "H", "H", "H", "C", "C", "C", "C", "C", "C", "Si", "C", "C", "C", "C", "C", "C", "H", "H", "H", "H", "H", "H", "H", "H", "H", "H", "H", "C", "N", "C", "C", "N", "N", "C", "C", "H", "H", "H", "H", "H", "H", "H", "H", "H", "H", "H", "H", "H"], "coordinates": [[0.434, -0.936, 0.600], [-2.873, 1.216, -0.103], [-1.097, 1.901, -0.608], [0.270, 0.743, -0.363], [1.948, 1.266, -0.085], [2.590, -0.337, 0.981], [2.495, 2.668, 0.939], [3.403, 3.597, 0.440], [3.956, 4.539, 1.294], [3.606, 4.552, 2.634], [2.691, 3.631, 3.128], [2.134, 2.688, 2.283], [2.942, 1.401, -1.595], [4.205, 0.818, -1.647], [4.983, 0.970, -2.784], [4.506, 1.703, -3.862], [3.241, 2.272, -3.815], [2.455, 2.120, -2.684], [-1.195, 2.340, -2.370], [-1.932, 3.475, -2.704], [-2.125, 3.801, -4.035], [-1.595, 2.990, -5.032], [-0.891, 1.844, -4.699], [-0.693, 1.512, -3.366], [-0.836, 3.508, 0.203], [-1.431, 3.715, 1.442], [-1.286, 4.933, 2.083], [-0.549, 5.945, 1.486], [0.045, 5.740, 0.251], [-0.090, 4.519, -0.392], [3.681, 3.578, -0.606], [4.669, 5.258, 0.913], [4.055, 5.276, 3.301], [2.422, 3.649, 4.176], [1.432, 1.955, 2.663], [4.575, 0.248, -0.805], [5.967, 0.522, -2.827], [5.125, 1.835, -4.740], [2.870, 2.838, -4.659], [1.463, 2.552, -2.644], [-2.354, 4.089, -1.919], [-2.688, 4.688, -4.293], [-1.742, 3.253, -6.072], [-0.494, 1.205, -5.477], [-0.143, 0.619, -3.090], [-2.026, 2.922, 1.879], [-1.752, 5.093, 3.047], [-0.438, 6.900, 1.983], [0.616, 6.531, -0.217], [0.368, 4.362, -1.361], [2.768, -4.069, 3.519], [1.615, -3.302, 3.455], [1.081, -2.985, 2.216], [1.693, -3.391, 1.022], [2.871, -4.128, 1.112], [3.390, -4.484, 2.348], [0.901, -2.879, -0.638], [-0.452, -4.179, -0.896], [-1.218, -4.646, 0.176], [-2.125, -5.678, 0.006], [-2.285, -6.265, -1.244], [-1.544, -5.803, -2.321], [-0.640, -4.765, -2.148], [3.181, -4.341, 4.481], [1.139, -2.961, 4.366], [0.112, -2.469, 2.194], [3.380, -4.437, 0.207], [4.289, -5.084, 2.405], [1.888, -3.072, -1.729], [-1.094, -4.215, 1.162], [-2.696, -6.038, 0.852], [-2.974, -7.090, -1.371], [-1.670, -6.260, -3.294], [-0.060, -4.413, -2.994], [-3.061, -2.706, 3.263], [-2.427, -1.716, 2.410], [-1.682, -0.647, 3.071], [-2.520, -1.745, 1.055], [-1.500, -1.336, 0.326], [-3.648, -2.221, 0.493], [-3.706, -2.483, -0.938], [-4.951, -2.001, 1.109], [-2.307, -3.156, 3.914], [-3.504, -3.495, 2.660], [-3.831, -2.264, 3.900], [-1.774, -0.776, 4.147], [-2.088, 0.321, 2.781], [-0.613, -0.649, 2.826], [-1.768, -1.199, -0.637], [-3.898, -1.562, -1.499], [-4.522, -3.178, -1.128], [-2.784, -2.945, -1.281], [-4.848, -1.451, 2.039], [-5.468, -2.944, 1.294], [-5.560, -1.399, 0.432]], "forces_ev_per_a": [[-1.0, 1.6, -0.2], [-0.3, 0.3, 0.1], [-0.4, -0.7, -0.1], [1.0, 1.0, 0.5], [-0.4, -0.2, -0.5], [0.2, -0.5, 0.2], [-0.3, -0.1, -0.2], [-0.1, 0.0, -0.1], [0.0, 0.1, 0.0], [0.0, 0.0, 0.0], [-0.1, 0.0, 0.0], [-0.1, 0.1, 0.0], [-0.2, -0.1, 0.1], [0.0, 0.1, 0.0], [0.0, 0.0, 0.0], [0.0, 0.0, 0.0], [0.0, 0.1, -0.1], [0.0, 0.0, 0.2], [0.1, -0.1, 0.2], [0.1, -0.1, -0.2], [0.0, 0.0, 0.1], [0.0, 0.0, 0.0], [0.0, -0.1, -0.1], [-0.1, 0.0, 0.0], [0.3, -0.4, 0.1], [0.1, 0.0, 0.0], [0.0, 0.0, 0.1], [0.0, 0.1, 0.0], [0.1, 0.0, -0.1], [0.1, 0.0, 0.1], [0.0, 0.0, 0.0], [0.0, 0.0, 0.0], [0.0, 0.0, 0.0], [0.0, 0.0, 0.0], [0.0, 0.0, 0.0], [0.0, 0.0, 0.0], [0.0, 0.0, 0.0], [0.0, 0.0, 0.0], [0.0, 0.0, 0.0], [0.1, 0.0, -0.1], [0.0, 0.0, -0.1], [0.0, 0.0, 0.0], [0.0, 0.0, 0.0], [0.0, 0.0, 0.0], [0.0, 0.0, 0.0], [0.0, 0.0, 0.0], [0.0, 0.0, 0.0], [0.0, 0.0, 0.0], [0.0, 0.0, 0.0], [0.0, 0.0, 0.0], [0.0, 0.1, 0.0], [0.0, 0.0, 0.1], [-0.2, -0.2, -0.1], [-0.4, 0.3, -0.1], [0.1, 0.0, -0.1], [0.0, 0.0, 0.0], [0.3, -1.9, 0.0], [0.1, 0.5, -0.1], [0.0, 0.0, 0.0], [0.0, 0.0, 0.0], [0.0, 0.0, 0.0], [-0.1, -0.1, -0.1], [0.1, 0.1, 0.0], [0.0, 0.0, 0.0], [0.0, 0.0, 0.0], [0.0, -0.2, 0.1], [0.0, 0.0, 0.0], [0.0, 0.0, 0.0], [-0.1, 0.4, 0.0], [0.0, 0.0, 0.0], [0.0, 0.0, 0.0], [0.0, 0.0, 0.0], [0.0, 0.0, 0.0], [0.0, -0.1, 0.0], [0.0, -0.1, 0.1], [0.1, 0.1, 0.1], [-0.1, 0.0, -0.3], [0.2, -0.1, 0.0], [0.7, -0.7, 0.4], [0.0, 0.1, 0.0], [0.0, 0.0, -0.1], [-0.1, 0.1, 0.0], [0.0, 0.0, 0.0], [0.0, 0.0, 0.0], [0.0, 0.0, 0.0], [0.0, 0.0, 0.0], [0.0, 0.1, 0.0], [0.0, 0.0, 0.2], [0.0, 0.2, -0.1], [0.0, 0.0, 0.0], [0.0, 0.0, 0.0], [0.0, 0.0, 0.0], [0.0, 0.0, 0.0], [0.0, 0.0, 0.0], [0.0, 0.0, 0.0]], "mulliken_charge": [-0.8196, -0.5675, 2.0559, 1.1177, 0.7651, -0.6806, 0.7790, -0.2837, -0.8445, -0.6167, -0.8377, -0.3986, -0.2925, -0.4947, -0.7528, -0.6698, -0.9685, 0.2343, -0.0202, -0.6257, -0.7838, -0.6142, -0.6307, -0.3313, 0.0002, -0.7286, -0.7116, -0.6105, -0.7806, 0.2181, 0.4459, 0.4486, 0.4135, 0.4550, 0.3034, 0.4531, 0.4394, 0.4000, 0.4769, 0.5038, 0.4642, 0.4281, 0.4143, 0.4705, 0.4374, 0.2787, 0.4409, 0.4079, 0.4563, 0.3262, -0.7074, -1.0937, 0.3164, 0.6079, -1.0346, -0.6847, 1.0368, 0.1609, 0.1798, -0.4933, -0.6331, -0.6610, -0.3182, 0.4292, 0.4818, 0.1864, 0.4448, 0.4318, -0.3128, 0.0049, 0.4468, 0.4253, 0.4378, 0.3931, -1.3257, 0.5557, -0.9643, -0.8533, 1.2578, 0.6444, -0.9885, -1.2551, 0.4004, 0.3717, 0.4049, 0.4328, 0.2350, 0.2299, 0.1116, 0.3422, 0.3714, 0.2544, 0.4233, 0.3433, 0.3930], "e_homo_ev": [-10.0538, -10.1388], "largest_force_ev_per_a": 1.906, "total_charge": 1, "total_energy_ev": -128179.577, "spin_multiplicity": 4, "s2": 4.17}